{"formula": "C15H43BN4O6P", "method": "ωB97M-V with the def2-TZVPD basis set", "mol_weight_g_mol": 417.32, "e_tot_ha": -1633.8010, "total_charge": 1, "lumo_energy_ev": -2.641, "e_homo_ev": -12.06, "largest_force_ev_per_a": 1.80, "elements": ["P", "O", "O", "O", "O", "O", "O", "N", "N", "N", "N", "C", "C", "C", "C", "C", "C", "C", "C", "C", "C", "C", "C", "C", "C", "C", "B", "H", "H", "H", "H", "H", "H", "H", "H", "H", "H", "H", "H", "H", "H", "H", "H", "H", "H", "H", "H", "H", "H", "H", "H", "H", "H", "H", "H", "H", "H", "H", "H", "H", "H", "H", "H", "H", "H", "H", "H", "H", "H", "H"], "xyz": [[3.9393, 1.3364, -0.5979], [-2.0048, -1.3258, -5.0090], [0.2981, -0.4205, -1.9532], [-1.0447, -6.8263, 4.5723], [3.7511, 2.8046, 2.7798], [-0.8214, 6.4532, -0.5840], [0.0162, -3.1997, 1.5782], [1.2181, -0.7048, 1.4608], [2.2179, 1.2313, 1.6694], [1.4613, 3.5540, 2.2243], [3.2742, 2.0849, -1.7902], [-1.2971, -3.2937, 0.9714], [1.8727, 4.9561, 2.4512], [-1.8217, -4.7106, 1.0017], [2.7372, 0.6131, 0.5363], [0.4985, 3.5127, 1.1076], [0.0477, 1.3182, -3.6262], [-2.0331, 5.9321, -1.1397], [-0.6373, 0.4805, -2.5667], [2.1068, -0.6031, 0.4166], [-2.0554, -6.6383, 5.5602], [-1.3845, -2.5528, -5.3900], [-2.6403, -5.2388, 5.5321], [-1.9004, 4.4287, -1.2777], [0.0859, -2.3755, -5.7167], [1.3100, 0.4006, 2.1906], [2.5173, 2.6358, 2.2184], [-0.1185, 6.2124, -1.1962], [-1.9335, -0.7148, -5.7496], [-1.6799, 3.9739, -0.3119], [0.7209, 0.6121, 3.0748], [0.6022, -3.7930, 1.0941], [-3.4285, -5.1283, 6.2772], [-2.8175, -4.7580, 0.5622], [0.9999, 5.6013, 2.3757], [-1.8698, -5.0869, 2.0240], [-2.2436, 6.3959, -2.1070], [-2.8314, 6.2053, -0.4528], [-1.5101, -3.2201, -4.5384], [-1.2508, -2.9144, -0.0510], [0.8599, 1.9067, -3.1882], [0.5463, -3.3288, -5.9783], [2.2979, 5.0599, 3.4512], [0.9358, 3.8988, 0.1834], [-1.9160, -2.9900, -6.2406], [-1.8686, -4.4934, 5.7415], [-1.6518, -6.8597, 6.5532], [-0.3367, -6.2001, 4.7527], [0.5840, -1.5041, 1.6206], [-1.9335, -2.6265, 1.5514], [-0.6549, 2.0045, -4.1016], [-1.4268, -0.1234, -3.0051], [3.5544, 3.0535, -1.8785], [4.3088, 3.4991, 2.4136], [2.6226, 5.2797, 1.7234], [-1.1680, -5.3770, 0.4346], [-3.0593, -5.0226, 4.5483], [0.9867, 0.1401, -1.5814], [-1.0736, 1.1226, -1.7922], [-2.8086, 3.9749, -1.6766], [-0.3666, 4.1327, 1.3472], [2.2208, -1.3587, -0.3470], [0.6137, -1.9543, -4.8593], [0.2157, -1.6945, -6.5611], [-2.8222, -7.3785, 5.3386], [0.4793, 0.6731, -4.3919], [4.6643, 0.1757, -0.8978], [0.1293, 2.5039, 0.9255], [4.7915, 2.0578, 0.2496], [-1.0754, 4.1907, -1.9557]], "nbo_charge": [1.34, -0.73, -0.74, -0.72, -0.89, -0.72, -0.76, -0.47, -0.52, -0.66, -1.29, -0.07, -0.42, -0.64, -0.22, -0.42, -0.64, -0.07, -0.07, -0.02, -0.06, -0.06, -0.63, -0.63, -0.64, 0.28, 1.16, 0.46, 0.46, 0.20, 0.25, 0.48, 0.22, 0.23, 0.23, 0.23, 0.17, 0.18, 0.17, 0.18, 0.21, 0.22, 0.22, 0.20, 0.16, 0.19, 0.16, 0.46, 0.49, 0.18, 0.21, 0.21, 0.39, 0.52, 0.18, 0.21, 0.20, 0.45, 0.14, 0.22, 0.22, 0.27, 0.21, 0.20, 0.18, 0.22, -0.05, 0.20, -0.05, 0.20]}



{"formula": "C15H44BF4O10", "method": "ωB97M-V with the def2-TZVPD basis set", "mol_weight_g_mol": 471.31, "e_tot_ha": -1774.7139, "total_charge": -1, "lumo_energy_ev": 2.299, "e_homo_ev": -7.89, "largest_force_ev_per_a": 4.46, "elements": ["F", "F", "F", "F", "O", "O", "O", "O", "O", "O", "O", "O", "O", "O", "C", "C", "C", "C", "C", "C", "C", "C", "C", "C", "C", "C", "C", "C", "C", "B", "H", "H", "H", "H", "H", "H", "H", "H", "H", "H", "H", "H", "H", "H", "H", "H", "H", "H", "H", "H", "H", "H", "H", "H", "H", "H", "H", "H", "H", "H", "H", "H", "H", "H", "H", "H", "H", "H", "H", "H", "H", "H", "H", "H"], "xyz": [[14.4153, -4.8585, -9.1421], [15.8523, -3.2881, -9.5166], [13.7634, -2.8023, -9.2226], [14.9488, -3.5538, -7.3993], [18.8536, -7.1460, -11.2239], [19.0418, 3.5700, -12.7675], [13.4477, -8.0439, -14.4527], [9.1868, -8.5310, -9.2589], [14.9972, -8.6138, -3.5405], [14.2353, -1.9873, -2.3423], [13.0400, 1.5682, -14.4308], [18.6655, 1.3956, -11.2676], [10.6688, 0.9718, -12.6639], [12.0872, -0.9431, -4.3061], [7.3132, -7.2046, -8.9823], [12.3706, -7.1945, -14.9205], [17.0590, -9.7404, -3.5958], [8.1766, -8.2845, -8.4229], [12.4780, -0.7627, -2.9974], [11.1732, -8.0370, -15.2593], [15.6091, -9.8174, -3.8647], [8.7974, -7.9346, -7.0422], [12.8325, -6.4858, -16.1626], [20.0835, 2.6666, -12.6273], [12.5689, 0.2979, -13.9785], [12.9011, -1.9646, -2.0643], [19.6203, 1.2881, -12.2800], [15.4372, -10.0059, -5.3988], [11.0429, 0.1520, -13.6363], [14.7662, -3.5865, -8.8105], [18.9742, 0.8913, -13.0631], [13.9863, -7.7586, -13.7110], [6.5562, -6.7867, -8.3187], [14.2423, -2.2587, -3.2632], [12.3194, -5.5292, -16.2606], [20.6602, 2.7788, -13.5454], [17.1630, -9.4944, -2.5391], [10.3313, -7.3682, -15.4380], [13.9745, 1.6244, -14.2181], [20.4302, 0.5787, -12.1103], [10.5574, 0.4421, -14.5682], [11.7363, -0.1292, -2.5109], [15.7265, -9.1870, -6.0574], [8.0869, -7.3698, -6.4387], [11.3028, -8.4836, -16.2451], [12.9833, -1.7270, -1.0037], [18.3454, -6.5474, -10.6766], [12.8827, -0.2723, -14.8529], [9.6836, -7.3001, -7.0493], [12.5180, -2.9490, -2.3331], [17.5692, -8.8878, -4.0440], [7.5901, -9.1873, -8.2527], [13.2620, -0.0536, -13.2142], [20.7016, 2.8166, -11.7421], [15.9592, -10.9282, -5.6540], [15.2424, -8.1887, -4.3656], [19.3896, -7.6412, -10.6044], [10.7520, -0.8614, -13.3600], [14.4020, -10.2457, -5.6413], [12.6741, -7.1047, -17.0458], [15.2392, -10.6489, -3.2647], [17.6110, -10.6363, -3.8803], [18.3380, 0.5448, -10.9668], [9.0670, -8.9303, -6.6899], [11.0062, -8.8463, -14.5485], [6.9517, -7.5253, -9.9594], [18.9101, 3.7530, -11.8343], [13.9009, -6.2933, -16.0651], [12.8088, -1.3863, -4.7585], [10.9904, 0.4480, -11.9265], [12.2303, -6.3699, -14.2217], [7.8821, -6.2960, -9.1792], [9.7493, -7.7539, -9.2955], [13.2129, 0.0423, -2.9883]], "mulliken_charge": [-0.41, -0.37, -0.38, -0.43, -0.65, -0.50, -0.62, -0.54, -0.52, -0.52, -0.53, -0.53, -0.48, -0.49, -1.30, 0.58, -1.19, 0.38, -0.47, -1.27, 0.23, -1.12, -1.27, -0.52, -0.36, -0.35, -0.27, -1.24, -0.48, 0.59, 0.27, 0.33, 0.36, 0.30, 0.34, 0.33, 0.33, 0.35, 0.32, 0.32, 0.26, 0.39, 0.40, 0.30, 0.33, 0.24, 0.34, 0.27, 0.34, 0.26, 0.28, 0.27, 0.35, 0.27, 0.33, 0.38, 0.31, 0.30, 0.35, 0.31, 0.29, 0.35, 0.30, 0.30, 0.33, 0.32, 0.33, 0.32, 0.32, 0.34, 0.29, 0.33, 0.37, 0.32]}



{"formula": "C15H45N3O6", "method": "ωB97M-V with the def2-TZVPD basis set", "s_squared": 0.755, "multiplicity": 2, "mol_weight_g_mol": 363.54, "e_tot_ha": -1213.7059, "total_charge": 1, "lumo_energy_ev": [-2.727, -9.163], "e_homo_ev": [-11.11, -11.11], "largest_force_ev_per_a": 4.62, "elements": ["O", "O", "O", "O", "O", "O", "N", "N", "N", "C", "C", "C", "C", "C", "C", "C", "C", "C", "C", "C", "C", "C", "C", "C", "H", "H", "H", "H", "H", "H", "H", "H", "H", "H", "H", "H", "H", "H", "H", "H", "H", "H", "H", "H", "H", "H", "H", "H", "H", "H", "H", "H", "H", "H", "H", "H", "H", "H", "H", "H", "H", "H", "H", "H", "H", "H", "H", "H", "H"], "xyz": [[-0.1433, -2.9274, -1.6516], [-4.4621, -1.3963, -1.6800], [-1.2237, 2.7000, -3.0107], [-2.4700, 1.4046, 3.5838], [3.5697, -0.1384, 0.8506], [-2.3547, -1.8269, -0.1104], [4.9239, -1.1400, -2.4300], [0.2809, 1.3138, -4.9797], [0.0088, 1.8511, 5.0537], [5.6766, 0.5999, -1.0924], [-3.8238, 1.3334, 3.6973], [1.1533, -0.2393, -3.3084], [2.2782, -0.0668, 1.4746], [-0.2056, 0.7198, 4.2185], [-5.5905, -1.4002, -0.7803], [-1.3632, 3.8912, -2.3236], [-2.0880, -0.5827, 0.4970], [0.0239, 0.8106, -3.6387], [0.0994, -4.1384, -0.8883], [3.4940, -0.6763, -0.4909], [-1.6758, 0.3371, 4.1484], [-0.1037, 1.9565, -2.6500], [0.6582, -0.4178, 4.8258], [4.9508, -0.7173, -1.0313], [0.8106, 2.5487, -2.6106], [2.0904, 0.2339, -3.6017], [1.6103, 0.6962, 1.0748], [-1.1213, -0.4843, 0.9908], [3.0271, -1.6434, -0.6771], [-1.7791, -0.5822, 3.5719], [-4.1508, 2.2989, 3.3114], [-4.7299, -1.0633, -2.5396], [1.0935, -0.5711, -2.2718], [5.6038, 1.0822, -0.1176], [-0.4838, 4.5351, -2.3358], [1.0226, -4.6359, -1.1855], [0.9920, -1.0983, -3.9597], [4.1959, -1.8397, -2.4528], [0.0951, 0.9306, 3.1922], [5.5483, -1.3496, -0.3746], [0.3796, -0.5637, 5.8694], [-0.9524, 0.3271, -3.6037], [-3.1180, -1.7003, -0.6787], [5.7334, -1.7199, -2.5994], [-0.8084, -4.7410, -0.9185], [-2.8999, -0.2614, 1.1495], [1.7933, -1.0425, 1.4445], [-0.4682, 0.8381, -5.4621], [-0.1977, 1.5081, -1.6610], [-1.6313, 3.7929, -1.2717], [0.3963, -3.8115, 0.1082], [-4.2978, 0.4791, 3.2140], [-0.6291, 2.5677, 4.7378], [2.9623, 0.0473, -1.1089], [-6.5278, -1.8059, -1.1609], [-2.2471, 4.2968, -2.8157], [0.3140, -1.3553, 4.3892], [-2.0031, 0.0407, 5.1450], [-5.8591, -0.3506, -0.6602], [0.9142, 2.2733, 4.9053], [-2.1465, 0.1553, -0.3030], [-5.2655, -1.8847, 0.1404], [-4.0602, 1.2718, 4.7595], [-0.8717, -2.4510, -1.2465], [5.2437, 1.3313, -1.7748], [-0.1411, 2.2314, -4.9837], [2.4748, 0.1225, 2.5299], [6.7312, 0.4262, -1.3065], [1.7439, -0.3298, 4.8647]], "nbo_charge": [-0.78, -0.76, -0.53, -0.55, -0.53, -0.77, -0.77, -0.36, -0.83, -0.61, -0.23, -0.58, -0.26, -0.06, -0.26, -0.26, -0.25, -0.10, -0.25, -0.07, -0.07, -0.09, -0.63, -0.08, 0.19, 0.24, 0.16, 0.19, 0.17, 0.17, 0.19, 0.49, 0.27, 0.22, 0.18, 0.18, 0.25, 0.34, 0.15, 0.20, 0.22, 0.28, 0.50, 0.37, 0.19, 0.17, 0.17, 0.40, 0.20, 0.19, 0.17, 0.15, 0.36, 0.15, 0.19, 0.21, 0.20, 0.18, 0.17, 0.36, 0.14, 0.20, 0.17, 0.49, 0.21, 0.40, 0.21, 0.22, 0.22]}